DFT (ωB97M-V/def2-TZVPD) results for a cluster of 2 separate species, C6H15F3N4O2 in total at a distorted geometry.

The calculation puts the highest occupied orbital energy (spin up / spin down) at -17.36 / -17.64 eV. The multiplicity is 1. As for the molar mass: 232.206 Da. The relative energy (zero: lowest compared OMol25 entry of this formula, charge and spin) comes out at 64.8 kcal per mole. As for the charge: +2.

Structure (XYZ):
```
30
Properties=species:S:1:pos:R:3:forces:R:3:lowdin_charge:R:1
C -3.066 -0.400 -0.149 -1.1473 0.0017 -1.2419 -0.33
C 3.376 0.541 -1.144 -2.2031 1.9800 1.2389 0.08
C 3.115 0.227 1.242 0.0561 0.1347 1.6530 0.03
C -5.517 -0.018 -0.275 2.5354 -2.3570 -3.6281 0.11
C 1.161 0.549 -0.339 -0.1035 -0.3327 2.8799 0.11
C 0.450 1.399 0.674 1.3858 1.2363 0.4690 -0.61
N -1.988 -0.758 0.622 -0.7791 -0.1808 3.6711 0.03
N -0.858 -1.138 0.074 -0.2363 0.0772 -2.4574 0.12
N 2.443 -1.497 -0.147 -3.9090 1.0656 -0.0564 0.16
N 2.452 -0.040 -0.051 0.5921 -1.0164 -1.5617 -0.34
O -2.881 -0.365 -1.462 0.6170 -0.9979 1.6818 0.19
O -4.217 -0.182 0.416 2.7878 -0.3447 0.0660 0.08
F -0.635 1.921 0.146 -0.4198 -0.0293 -0.2656 0.19
F 0.124 0.728 1.782 0.1093 -0.0320 0.1969 0.15
F 1.256 2.454 1.086 -0.8835 -1.0271 -0.5365 0.12
H 2.925 0.454 -2.087 -0.4359 -1.0306 -1.3347 0.10
H 3.328 1.616 -0.997 0.5765 0.2236 0.3791 0.13
H 4.324 0.155 -1.024 1.9522 -0.8791 0.0431 0.09
H 2.869 1.262 1.485 1.1374 -0.0633 -0.0031 0.11
H 2.768 -0.379 2.115 -0.2808 0.1399 -1.1954 0.14
H 4.165 -0.073 1.068 -0.3991 0.8377 0.3983 0.13
H -5.703 0.988 -0.317 -0.3093 2.5339 -0.3938 0.08
H -6.236 -0.484 0.298 -1.1781 -1.2693 1.3518 0.09
H -5.366 -0.529 -1.314 -0.7131 1.1685 1.8708 0.16
H 0.910 0.620 -1.333 -0.5488 0.1224 -2.0087 0.12
H -2.070 -0.775 1.710 -0.4150 0.0308 -2.4411 0.24
H -0.340 -1.843 0.580 -0.0254 0.1289 0.9794 0.10
H 1.850 -1.828 -0.928 1.2344 0.2527 0.3081 0.14
H 3.372 -1.741 -0.069 2.2346 -1.3740 -0.4176 0.08
H -2.011 -0.865 -1.662 -1.2315 1.0001 0.3547 0.18
```
Positions in Å, forces in eV/Å.



DFT (ωB97M-V/def2-TZVPD) results for a structure of composition C40H51GeN6OPTi.

The calculation puts the highest occupied orbital energy (spin up / spin down) at -15.91 / -15.91 eV. The multiplicity is 2. As for the molar mass: 783.340 Da. As for the charge: +3.

Structure (XYZ):
```
101
Properties=species:S:1:pos:R:3:forces:R:3:lowdin_charge:R:1
Ti 0.149 0.624 0.536 0.0762 0.4070 0.3457 1.01
C -3.853 5.099 -0.457 0.0636 0.0642 0.1453 -0.02
C -4.585 4.151 -1.357 -0.1639 -0.0994 -0.1199 -0.21
C -5.943 4.313 -1.628 0.0566 0.0030 0.0377 -0.01
C -6.619 3.448 -2.474 -0.0145 -0.0361 -0.0259 -0.04
C -5.955 2.393 -3.086 0.0638 0.0020 0.0167 -0.05
C -4.601 2.214 -2.847 -0.1772 0.0845 -0.0028 -0.03
C -3.946 3.086 -1.987 0.2119 0.0409 -0.0624 -0.21
N -2.534 2.874 -1.752 -0.1208 -0.1843 0.1133 0.18
C -2.071 1.873 -1.016 0.1383 0.0900 0.1241 -0.33
N -2.938 1.059 -0.393 -0.0545 0.1234 -0.1514 0.18
C -2.682 -0.176 0.235 -0.1112 -0.0762 0.0002 -0.18
C -1.386 -0.599 0.582 -0.4205 0.0542 0.0281 -0.18
C -1.235 -1.851 1.200 0.1061 -0.0063 0.0301 -0.10
C -2.328 -2.656 1.444 0.0479 0.0250 -0.0032 -0.03
C -3.598 -2.201 1.106 -0.0128 0.0426 0.0029 0.01
C -3.810 -0.967 0.509 0.1854 -0.0101 -0.0022 -0.19
C -5.196 -0.518 0.148 -0.1113 0.0630 -0.0104 -0.01
N -0.749 1.674 -0.846 0.0855 -0.1580 0.4684 -0.03
C 0.199 2.315 -1.729 -0.1599 -0.0846 0.1810 -0.27
C 0.176 1.967 -3.081 0.1992 0.0842 -0.0582 -0.02
C 1.065 2.565 -3.949 -0.0150 0.0293 0.0345 -0.04
C 1.985 3.493 -3.461 -0.0532 -0.0250 -0.0535 -0.04
C 2.011 3.814 -2.118 -0.0398 -0.0005 0.0895 -0.02
C 1.114 3.235 -1.215 0.0869 0.0559 -0.2260 -0.22
C 1.149 3.624 0.236 -0.0160 -0.0024 0.3053 -0.03
H -4.552 5.651 0.168 -0.0036 0.0185 -0.0101 0.09
H -3.280 5.833 -1.028 0.0081 -0.0006 -0.0310 0.10
H -3.154 4.579 0.203 0.0002 -0.0036 -0.0041 0.06
H -6.477 5.134 -1.168 0.0048 0.0166 0.0163 0.13
H -7.671 3.604 -2.663 -0.0191 -0.0004 -0.0095 0.12
H -6.480 1.730 -3.759 -0.0107 -0.0113 -0.0130 0.12
H -4.050 1.422 -3.339 0.0230 -0.0298 -0.0143 0.12
H -1.851 3.526 -2.115 -0.0443 0.0111 -0.0677 0.17
H -3.912 1.279 -0.571 0.0001 -0.0218 -0.0007 0.12
H -0.249 -2.201 1.486 -0.0269 -0.0386 -0.0043 0.07
H -2.210 -3.627 1.903 0.0392 -0.0149 0.0167 0.12
H -4.458 -2.827 1.310 -0.0169 -0.0304 0.0096 0.13
H -5.937 -1.215 0.532 0.0136 -0.0232 -0.0206 0.10
H -5.334 -0.459 -0.935 0.0123 0.0103 -0.0109 0.10
H -5.438 0.461 0.572 -0.0020 0.0147 0.0105 0.10
H -0.540 1.237 -3.438 -0.0246 -0.0116 0.0165 0.13
H 1.046 2.317 -5.001 0.0007 -0.0040 -0.0253 0.13
H 2.676 3.971 -4.140 0.0206 0.0166 -0.0124 0.13
H 2.721 4.546 -1.756 0.0138 0.0121 0.0089 0.13
H 1.591 4.611 0.362 -0.0016 0.0021 -0.0478 0.10
H 1.769 2.951 0.847 -0.0311 0.0180 -0.0715 0.07
H 0.152 3.662 0.685 0.0265 0.0035 -0.0713 0.07
C 2.175 2.030 4.981 -0.0482 -0.0765 -0.0570 -0.06
N 0.726 2.114 4.754 -0.0122 -0.0197 -0.0600 -0.29
C 0.155 3.425 5.075 -0.1346 -0.1163 -0.0122 -0.05
P 0.019 0.989 3.825 0.2150 0.2557 -0.8007 0.63
O 0.607 1.007 2.341 -0.4298 -0.2267 -0.1199 -0.41
N -1.575 1.269 3.638 -0.1348 -0.2137 0.4153 -0.29
C -2.554 0.692 4.577 0.0527 0.0150 -0.1201 -0.05
C -2.079 2.402 2.877 0.0532 0.1984 -0.1145 -0.09
N 0.318 -0.473 4.459 0.0841 0.0119 0.2532 -0.28
C 1.159 -1.495 3.845 0.0563 0.0024 -0.2341 -0.08
C 0.258 -0.613 5.931 -0.0286 0.0408 -0.0296 -0.05
H 2.395 2.318 6.008 0.0115 0.0032 -0.0058 0.10
H 2.709 2.694 4.300 0.0412 0.0036 0.0302 0.10
H 2.527 1.010 4.825 0.0075 0.0164 -0.0135 0.08
H 0.517 3.720 6.059 -0.0074 0.0307 -0.0089 0.10
H -0.930 3.364 5.125 0.0420 0.0325 -0.0057 0.07
H 0.452 4.183 4.347 -0.0103 0.0295 0.0195 0.10
H -2.342 -0.362 4.737 0.0088 -0.0062 0.0504 0.08
H -3.540 0.773 4.120 0.0071 -0.0290 0.0035 0.10
H -2.573 1.225 5.530 -0.0383 -0.0034 0.0225 0.10
H -1.300 2.807 2.226 -0.0517 0.0050 0.0358 0.06
H -2.421 3.213 3.526 -0.0252 -0.0300 -0.0528 0.10
H -2.921 2.074 2.261 0.0341 0.0126 0.0089 0.09
H 1.280 -1.319 2.778 -0.0046 0.0114 0.0953 0.03
H 0.708 -2.478 3.983 0.0087 0.0141 0.0061 0.11
H 2.151 -1.493 4.304 -0.0073 -0.0525 -0.0045 0.10
H -0.660 -0.192 6.333 0.0243 0.0413 0.0178 0.08
H 1.112 -0.134 6.412 0.0141 -0.0485 0.0259 0.09
H 0.272 -1.675 6.161 -0.0519 0.0022 0.0368 0.10
Ge 2.491 -0.605 -0.243 0.7212 -0.5350 -0.2064 1.07
C 2.287 -2.415 0.300 -0.0547 0.0222 0.2753 -0.38
C 1.449 -3.344 -0.329 -0.0576 -0.0236 -0.1495 -0.11
C 1.512 -4.678 0.022 0.0487 -0.0199 0.0522 -0.04
C 2.403 -5.096 1.009 -0.0183 -0.0016 -0.0276 -0.02
C 3.227 -4.181 1.652 -0.0210 -0.0125 -0.0138 -0.04
C 3.160 -2.840 1.315 -0.0163 -0.0345 0.0391 -0.12
C 2.687 -0.176 -2.065 -0.1439 0.1768 -0.2602 -0.38
C 3.683 0.761 -2.353 0.2587 0.2014 -0.1431 -0.11
C 4.175 0.871 -3.649 0.0496 0.1702 0.3072 -0.05
C 3.631 0.099 -4.656 0.0706 -0.0212 -0.1788 -0.03
C 2.592 -0.785 -4.391 -0.2385 -0.1400 0.1115 -0.04
C 2.110 -0.919 -3.102 -0.1025 -0.2511 -0.2061 -0.09
H 3.452 0.195 0.641 -0.1053 0.0782 0.0961 0.02
H 0.751 -3.042 -1.102 0.0280 0.0568 0.0204 0.10
H 0.880 -5.400 -0.475 -0.0134 -0.0029 -0.0101 0.12
H 2.456 -6.143 1.273 -0.0037 -0.0147 0.0068 0.13
H 3.923 -4.516 2.408 0.0215 0.0027 0.0172 0.12
H 3.813 -2.138 1.822 -0.0183 0.0461 -0.0212 0.10
H 4.098 1.374 -1.561 0.0819 0.0014 -0.0474 0.11
H 4.980 1.556 -3.877 0.0116 0.0396 0.0847 0.13
H 4.013 0.183 -5.664 0.0213 0.0039 -0.0174 0.13
H 2.182 -1.375 -5.199 -0.0710 -0.0503 0.0492 0.12
H 1.315 -1.627 -2.898 0.0433 -0.0157 -0.0309 0.10
```
Positions in Å, forces in eV/Å.



DFT (ωB97M-V/def2-TZVPD) results for a cluster of 2 separate species, C4H12S in total at a distorted geometry.

The calculation puts the highest occupied orbital energy at -8.47 eV. The multiplicity is 1. As for the molar mass: 92.207 Da. The SMILES is CSC.CC. The relative energy (zero: lowest compared OMol25 entry of this formula, charge and spin) comes out at 9.2 kcal per mole.

Structure (XYZ):
```
17
Properties=species:S:1:pos:R:3:forces:R:3:lowdin_charge:R:1
C -1.217 1.430 -0.586 0.3791 0.9459 -0.3554 -0.46
C -0.597 -0.327 1.653 -0.2153 0.3069 -0.3508 -0.42
S -1.944 0.330 0.620 -0.2568 -0.1606 0.1494 0.74
H -1.735 1.371 -1.541 -0.1130 -0.3614 0.0514 0.03
H -1.220 2.496 -0.333 -0.2776 -0.1959 0.4586 0.03
H -0.179 1.215 -0.763 0.4601 -0.4327 -0.1461 0.00
H -1.161 -0.640 2.523 0.2375 -0.2605 0.2534 0.02
H 0.140 0.408 1.950 -0.0557 0.3932 0.0855 0.04
H -0.059 -1.153 1.202 -0.2078 -0.1877 -0.0988 0.01
C 1.887 -1.236 -0.967 -0.0799 0.5829 0.7496 -0.16
C 3.201 -0.453 -1.200 -0.7037 -0.8447 -0.3601 -0.15
H 1.986 -1.714 0.009 -0.1294 -0.4709 -0.2279 0.06
H 1.001 -0.606 -0.849 0.2085 0.1986 -0.1513 0.03
H 1.624 -1.962 -1.728 0.2676 -0.1363 -0.0980 0.06
H 3.681 -0.294 -0.240 0.1331 0.3662 -0.0563 0.06
H 3.051 0.474 -1.746 0.0522 0.1445 0.1008 0.06
H 3.848 -1.089 -1.799 0.3012 0.1124 -0.0041 0.06
```
Positions in Å, forces in eV/Å.



DFT (ωB97M-V/def2-TZVPD) results for a cluster of 5 separate species, C5H21N2O5 in total at a distorted geometry.

The calculation puts the highest occupied orbital energy at -11.02 eV. The multiplicity is 1. As for the molar mass: 189.232 Da. The relative energy (zero: lowest compared OMol25 entry of this formula, charge and spin) comes out at 60.6 kcal per mole. As for the charge: +1.

Structure (XYZ):
```
33
Properties=species:S:1:pos:R:3:forces:R:3:lowdin_charge:R:1
C -1.124 -2.080 -1.668 -0.2163 0.4313 0.4825 -0.16
O -2.253 -1.343 -1.212 -0.3820 0.5254 0.1400 -0.07
C -0.303 -2.602 -0.434 -0.2789 -0.0876 -0.5584 -0.24
C 0.999 -1.846 -0.228 0.0694 1.6997 -0.6558 -0.15
C 0.849 -0.314 -0.400 -0.1352 -2.0706 0.4768 -0.14
C 1.579 0.432 -1.241 -1.3262 0.9397 1.5739 -0.18
N 1.435 1.809 -1.204 1.3470 -1.6119 -1.7137 0.07
N -1.169 -2.391 0.800 0.3491 -0.4290 -1.5138 0.21
H -1.521 -2.911 -2.247 0.0083 0.0001 0.0383 0.13
H -0.535 -1.428 -2.312 0.3601 -0.3116 0.0934 0.13
H -2.057 -0.401 -1.012 0.1680 -0.8378 -0.3060 0.11
H -0.144 -3.679 -0.556 0.0490 0.1957 0.2204 0.15
H 1.703 -2.135 -1.012 0.1559 -0.4652 0.3914 0.12
H 1.383 -2.020 0.786 0.2481 -0.4292 -0.3296 0.12
H 0.150 0.133 0.290 0.0226 0.5386 -0.0218 0.07
H 2.257 -0.084 -1.908 0.2192 0.5697 -0.2710 0.13
H 0.962 2.251 -0.440 -0.0945 0.0847 0.1003 0.05
H 2.159 2.298 -1.694 -0.1826 0.5689 0.1024 0.10
H -0.842 -1.535 1.238 -0.4621 -0.0305 0.7447 0.10
H -1.176 -3.199 1.405 0.1249 -0.0177 0.4125 0.17
H -2.114 -2.175 0.447 -0.0812 0.1590 0.1725 0.14
H -1.396 4.161 -1.476 0.1184 0.2955 0.0595 0.05
H -1.677 2.704 -1.548 -0.0710 -0.3607 -0.0494 0.03
O -1.008 3.315 -1.236 -0.1989 0.2611 0.0267 -0.05
H -2.254 0.108 2.782 -0.1005 -0.0004 -0.3057 0.07
H -1.101 0.414 1.845 -0.6378 0.7485 0.0836 -0.01
O -1.980 -0.011 1.860 0.3555 -0.5189 0.3737 -0.07
H -0.302 2.897 2.097 -0.1232 0.2695 0.0596 0.07
H 0.715 1.743 1.940 -0.1185 0.4333 -0.1198 0.03
O -0.228 1.980 1.836 0.8253 -0.5660 0.0099 -0.06
H 3.254 1.332 1.043 0.0913 0.5062 0.3602 0.06
H 3.095 2.631 1.987 0.3408 -0.5331 -0.3463 0.07
O 2.643 1.947 1.471 -0.4438 0.0432 0.2689 -0.05
```
Positions in Å, forces in eV/Å.



DFT (ωB97M-V/def2-TZVPD) results for the ion C6H12N3 with charge +1 at a distorted geometry.

The calculation puts the highest occupied orbital energy (spin up / spin down) at -11.20 / -11.20 eV. The multiplicity is 1. As for the molar mass: 126.183 Da. The relative energy (zero: lowest compared OMol25 entry of this formula, charge and spin) comes out at 91.0 kcal per mole. As for the charge: +1.

Structure (XYZ):
```
21
Properties=species:S:1:pos:R:3:forces:R:3:lowdin_charge:R:1
C 1.818 -0.284 -0.056 -2.7181 -5.8413 -1.6465 -0.18
C -1.700 -1.891 -0.634 -0.7353 2.6750 -1.5883 -0.11
C 2.092 1.041 0.036 3.0537 5.7285 0.6413 -0.22
C 1.265 1.706 1.155 -0.8528 0.3495 -0.9607 -0.16
C -0.211 1.428 0.769 -0.4425 0.9082 1.6735 -0.21
C -0.380 0.024 0.387 2.5576 -3.3049 -0.0233 -0.14
N 2.313 -1.374 -0.378 -0.4075 1.2953 0.7300 0.19
N -2.458 -2.241 -1.696 0.4476 -0.2792 0.3957 0.15
N -1.269 -0.640 -0.533 -0.9184 1.1229 -2.0455 0.06
H -1.617 -2.560 0.155 0.5689 -1.2147 1.2727 0.14
H 3.105 1.276 0.431 0.0400 -0.7632 -0.5814 0.15
H 2.113 1.550 -0.971 -0.6029 -0.5221 0.8846 0.17
H 1.574 1.140 2.046 -0.4004 0.5612 0.1301 0.12
H 1.375 2.837 1.289 0.3145 -1.7717 -0.2019 0.15
H -0.752 1.664 1.695 -0.3980 -0.0988 -0.1829 0.12
H -0.493 2.196 0.080 -0.3571 0.1192 -0.8892 0.11
H -0.240 -0.695 1.193 -0.2177 0.3755 0.3390 0.12
H 1.872 -2.307 -0.433 -0.0684 1.0544 0.1241 0.09
H -2.745 -3.204 -1.828 0.0495 0.3112 0.1623 0.13
H -2.638 -1.607 -2.468 0.1433 -0.2382 0.2690 0.13
H -1.618 -0.086 -1.371 0.9440 -0.4668 1.4974 0.19
```
Positions in Å, forces in eV/Å.